(1)
Here is a single C5H4O2 molecule at a distorted geometry from the Open Molecules 2025 dataset. Energies are from wB97M-V/def2-TZVPD.

Geometry as XYZ:
```
11
C5H4O2 | the Open Molecules 2025 dataset | wB97M-V/def2-TZVPD
C -2.9759 -0.0034 0.0068
C -1.7272 -0.1123 -0.0180
C -0.3348 -0.0587 -0.1350
C 0.4134 1.0934 -0.0241
O 1.7635 0.8330 -0.1131
C 1.7787 -0.6480 0.1041
O 0.5037 -1.1934 -0.1888
H -4.0114 -0.0265 -0.0299
H 0.1562 2.1661 -0.0642
H 2.0789 -0.9556 1.1215
H 2.3548 -1.0947 -0.6593
```

Results
HOMO-LUMO gap	8.984	eV
max |F|	6.1	eV Å⁻¹
2S+1	1
SMILES	C#CC1=COCO1
energy above the lowest of the compared OMol25 structures with the same formula, charge and spin	79.0	kcal per mole
E	-9340.7543	eV

***

(2)
Here is a 19-piece molecular cluster, C89H80Cl10N14O28 overall at a distorted geometry from the Open Molecules 2025 dataset. Energies are from wB97M-V/def2-TZVPD.

Geometry as XYZ:
```
221
C89H80Cl10N14O28 | the Open Molecules 2025 dataset | wB97M-V/def2-TZVPD
C -3.5381 -5.9864 2.3429
C -4.0995 -7.2280 2.0591
C -3.7052 -8.3535 2.7194
C -2.6245 -8.2677 3.6638
C -2.0548 -7.0241 3.9505
C -2.5260 -5.8992 3.3213
N -2.1058 -9.4639 4.4134
O -0.9667 -9.4592 4.8073
O -2.8903 -10.3636 4.5900
H -3.8422 -5.1623 1.7147
H -4.7754 -7.3144 1.2211
H -4.0621 -9.3482 2.4965
H -1.2992 -6.9029 4.7126
H -2.1000 -4.9551 3.6274
C 2.9692 -4.2076 -0.1688
C 2.7999 -5.5245 -0.5362
C 2.1680 -5.8673 -1.7310
C 1.5750 -4.8839 -2.5038
C 1.7036 -3.5369 -2.1101
C 2.3975 -3.2121 -0.9194
N 0.8183 -5.1947 -3.7529
O -0.1006 -4.4307 -4.0933
O 1.1853 -6.1747 -4.3847
H 3.3972 -3.8454 0.7542
H 3.1882 -6.3118 0.0929
H 1.9371 -6.8628 -2.0804
H 1.3065 -2.7751 -2.7645
H 2.4951 -2.1847 -0.6010
C 2.5339 7.3081 -2.6782
C 2.8314 5.9514 -2.8087
C 4.1196 5.5254 -2.5769
C 5.1111 6.3850 -2.1768
C 4.7502 7.7495 -2.0053
C 3.4659 8.2315 -2.1971
N 6.5134 5.9812 -1.9887
O 7.3511 6.7657 -1.5834
O 6.8258 4.8612 -2.3089
H 1.4815 7.5471 -2.7202
H 2.0577 5.3318 -3.2374
H 4.4810 4.5163 -2.7089
H 5.5894 8.3790 -1.7485
H 3.2121 9.2483 -1.9360
C 1.0807 4.5815 0.7685
C 2.3540 4.0166 0.4683
C 2.8344 2.9903 1.2717
C 1.9699 2.2616 2.0922
C 0.6346 2.7149 2.2180
C 0.2115 3.8383 1.5974
N 2.3564 1.0293 2.8631
O 3.3019 0.3372 2.5083
O 1.6760 0.7126 3.8606
H 0.6137 5.3831 0.2156
H 2.9443 4.5352 -0.2726
H 3.8822 2.7500 1.1678
H -0.0964 2.2868 2.8879
H -0.8127 4.1280 1.7805
C 5.1211 2.2898 -5.7994
C 5.5217 1.2831 -6.6336
C 4.8175 0.0913 -6.6599
C 3.6669 -0.1248 -5.8594
C 3.2411 0.8806 -5.0073
C 4.0025 2.1040 -4.9574
N 2.9110 -1.4097 -5.8818
O 1.7974 -1.3852 -5.4110
O 3.3515 -2.4384 -6.3882
H 5.6508 3.2288 -5.7354
H 6.3948 1.4109 -7.2563
H 5.0653 -0.5833 -7.4661
H 2.3757 0.8094 -4.3651
H 3.7107 2.9135 -4.3048
C -4.5445 -0.7591 8.1985
C -3.2520 -1.2430 7.9243
C -2.5384 -0.7830 6.9111
C -2.9866 0.2984 6.1359
C -4.2527 0.8445 6.4385
C -5.0194 0.2941 7.4855
N -2.1254 0.8547 5.0185
O -2.6547 1.6872 4.2984
O -1.0292 0.2785 4.6746
H -5.1149 -1.0575 9.0657
H -2.9321 -2.0887 8.5150
H -1.6100 -1.2504 6.6180
H -4.5180 1.6992 5.8340
H -6.0334 0.6168 7.6705
C -1.8533 -6.1270 -1.4456
C -1.3896 -6.2665 -0.1025
C -0.7905 -7.4503 0.2319
C -0.6750 -8.4857 -0.6606
C -1.1821 -8.2977 -1.9272
C -1.7587 -7.1242 -2.3678
N 0.0417 -9.7440 -0.1912
O 0.5039 -9.7981 0.8929
O 0.0914 -10.7432 -0.9425
H -2.2054 -5.1608 -1.7755
H -1.5051 -5.4739 0.6220
H -0.3640 -7.4943 1.2232
H -1.1170 -9.1520 -2.5847
H -2.1174 -7.1100 -3.3864
C -4.0761 9.7666 -1.4519
C -4.4835 8.5524 -0.8991
C -3.6669 7.4684 -0.9512
C -2.3828 7.4797 -1.6133
C -2.0176 8.7410 -2.1756
C -2.8270 9.8849 -2.0906
N -1.5471 6.2786 -1.6461
O -1.9757 5.2957 -1.0223
O -0.5632 6.2377 -2.3804
H -4.7089 10.6416 -1.4324
H -5.4360 8.4869 -0.3942
H -3.9849 6.5612 -0.4589
H -1.1088 8.6964 -2.7573
H -2.5406 10.8047 -2.5788
C -3.7881 6.0494 2.5789
C -4.3764 6.9782 3.4322
C -5.0934 6.4621 4.4681
C -5.3130 5.0762 4.6185
C -4.6854 4.1757 3.7890
C -3.9305 4.6547 2.7500
N -6.1742 4.5229 5.7126
O -6.5311 5.3172 6.5572
O -6.5643 3.3228 5.6689
H -3.2141 6.3310 1.7085
H -4.2651 8.0461 3.3157
H -5.5187 7.1604 5.1738
H -4.8221 3.1246 3.9962
H -3.3607 4.0496 2.0603
C -2.8816 -1.7424 -4.7499
C -1.7957 -1.5144 -3.9564
C -1.7801 -1.9258 -2.6631
C -2.8694 -2.6119 -2.1289
C -4.0255 -2.8763 -2.9345
C -3.9922 -2.3535 -4.2521
N -2.8226 -3.0535 -0.7153
O -1.7902 -2.8062 -0.0844
O -3.7857 -3.5903 -0.2132
H -2.8652 -1.3952 -5.7725
H -0.9601 -0.9536 -4.3483
H -0.9059 -1.5780 -2.1328
H -4.8776 -3.4129 -2.5440
H -4.7952 -2.5301 -4.9523
C 0.6186 -2.3994 3.6550
C 1.3026 -2.8237 4.8146
C 1.6640 -4.1943 4.9683
C 1.5359 -5.0535 3.8617
C 0.9438 -4.5707 2.6530
C 0.5069 -3.2425 2.5306
N 2.0385 -6.4268 3.9565
O 2.6117 -6.7858 4.9960
O 1.8722 -7.1937 3.0674
H 0.1923 -1.4095 3.5853
H 1.4983 -2.1803 5.6597
H 2.1321 -4.5359 5.8798
H 1.0378 -5.2402 1.8108
H 0.1017 -2.8364 1.6156
C 7.0019 -3.8486 0.3023
C 8.1188 -4.2916 0.9515
C 8.5994 -3.6550 2.0959
C 7.7400 -2.7230 2.7089
C 6.5785 -2.2907 2.1170
C 6.2156 -2.8692 0.9347
N 8.1309 -2.0663 3.9763
O 7.3836 -1.2490 4.4421
O 9.1947 -2.3466 4.5237
H 6.6455 -4.2968 -0.6134
H 8.8369 -4.9753 0.5234
H 9.5613 -3.9356 2.4988
H 6.0369 -1.4253 2.4693
H 5.3695 -2.4858 0.3837
C -4.8129 5.0969 -3.2463
C -3.9478 5.5778 -4.2511
C -2.9782 4.7607 -4.7232
C -2.7460 3.4521 -4.2134
C -3.6388 3.0146 -3.2015
C -4.6912 3.8169 -2.7361
N -1.6665 2.6225 -4.6688
O -1.1280 2.9059 -5.6902
O -1.3755 1.6238 -3.9327
H -5.5001 5.8082 -2.8124
H -3.8895 6.6020 -4.5885
H -2.3615 5.0381 -5.5653
H -3.5547 1.9993 -2.8429
H -5.3701 3.5238 -1.9490
C -2.1709 1.0510 0.6471
C -1.9827 2.0861 -0.2859
C -0.8216 2.1358 -1.0281
C 0.0728 1.0542 -0.9615
C -0.1160 0.0904 0.0338
C -1.2312 0.0772 0.8359
N 1.2947 1.0385 -1.7391
O 1.7877 2.0559 -2.2313
O 1.8604 -0.0740 -1.9873
H -3.0687 1.0885 1.2462
H -2.7499 2.8359 -0.4105
H -0.7081 2.9434 -1.7361
H 0.6023 -0.7065 0.1573
H -1.3738 -0.6563 1.6156
C -4.6790 -2.6921 4.2901
Cl -6.4095 -2.3303 3.9791
Cl -3.5011 -1.9474 3.1478
H -4.4596 -2.4763 5.3358
H -4.6283 -3.7607 4.0814
C -6.0822 -0.2637 0.6730
Cl -5.2189 0.1549 -0.8471
Cl -6.0472 1.0110 1.8716
H -7.1237 -0.2948 0.3530
H -5.6432 -1.1983 1.0223
C 7.1797 1.4661 -0.1200
Cl 6.7871 1.1597 1.6279
Cl 5.8138 1.1619 -1.1686
H 7.5478 2.4815 -0.2668
H 8.0367 0.8771 -0.4468
C 1.1006 5.0426 -6.3133
Cl 0.6516 6.7951 -6.0270
Cl 2.5994 4.7139 -7.2658
H 1.3436 4.6766 -5.3157
H 0.2340 4.4629 -6.6308
C 5.7401 -2.0711 -3.2531
Cl 5.5998 -3.8322 -3.1240
Cl 6.9955 -1.8021 -4.4832
H 4.8198 -1.6869 -3.6930
H 6.0214 -1.6208 -2.3012
```

Results
HOMO-LUMO gap	7.585	eV
max |F|	4.2	eV Å⁻¹
2S+1	1
E	-296965.6819	eV

***

(3)
Here is a single H3N3O2S molecule at a distorted geometry from the Open Molecules 2025 dataset. Energies are from wB97M-V/def2-TZVPD.

Geometry as XYZ:
```
9
H3N3O2S | the Open Molecules 2025 dataset | wB97M-V/def2-TZVPD
N 1.4378 -0.0529 -0.2948
N 0.4804 0.8024 0.0575
S -1.1636 0.3788 -0.0979
O -2.0278 1.5487 -0.0478
N -2.2310 -0.8883 -0.0884
O -3.4720 -0.4669 -0.0355
H 1.4124 -0.3482 -1.2620
H 1.5560 -0.6609 0.5840
H -3.6415 0.4578 0.2291
```

Results
HOMO-LUMO gap (spin up / spin down)	8.209 / 8.205	eV
max |F|	3.4	eV Å⁻¹
2S+1	1
SMILES	NN=S(=O)=NO
energy above the lowest of the compared OMol25 structures with the same formula, charge and spin	93.2	kcal per mole
E	-19442.0928	eV

***

(4)
Here is C6H12O6V as an isolated structure at a distorted geometry from the Open Molecules 2025 dataset. Energies are from wB97M-V/def2-TZVPD.

Geometry as XYZ:
```
25
C6H12O6V | the Open Molecules 2025 dataset | wB97M-V/def2-TZVPD
V 22.1908 -13.2920 -27.3140
O 22.3333 -11.3558 -28.3884
C 23.1172 -11.4949 -29.4946
C 24.1149 -12.6641 -29.4461
O 23.7338 -13.7944 -28.8203
H 23.6450 -10.5374 -29.7959
H 22.4411 -11.6376 -30.3916
H 25.0950 -12.2823 -29.0236
H 24.3987 -12.8418 -30.5376
O 23.3164 -14.8528 -25.9721
C 23.4591 -14.2176 -24.7931
C 23.2989 -12.6768 -24.7461
O 22.1900 -12.1097 -25.2873
H 24.4318 -14.4452 -24.2425
H 22.6680 -14.5932 -24.0598
H 24.2145 -12.2500 -25.2452
H 23.3740 -12.4964 -23.6269
O 18.3511 -16.8117 -29.1431
C 18.2294 -15.4722 -28.9872
C 18.9904 -14.6117 -27.8750
O 20.3200 -14.4293 -27.7930
H 17.1649 -15.2286 -28.6272
H 18.2940 -14.9019 -29.9613
H 18.5364 -14.9944 -26.9179
H 18.5193 -13.6068 -28.1208
```

Results
HOMO-LUMO gap (spin up / spin down)	3.521 / 4.586	eV
max |F|	1.7	eV Å⁻¹
⟨S²⟩	3.755
2S+1	4
energy above the lowest of the compared OMol25 structures with the same formula, charge and spin	0.6	kcal per mole
E	-44372.2985	eV
total charge	-4

***

(5)
Here is C12H27ClIN2OP2Ru as an isolated structure at a distorted geometry from the Open Molecules 2025 dataset. Energies are from wB97M-V/def2-TZVPD.

Geometry as XYZ:
```
47
C12H27ClIN2OP2Ru | the Open Molecules 2025 dataset | wB97M-V/def2-TZVPD
C 0.0066 0.8118 -4.8233
C 0.0057 0.7046 -3.3391
H 0.0128 1.8712 -5.1094
H -0.8907 0.3245 -5.2315
H 0.8978 0.3136 -5.2319
O 0.0112 1.5955 -2.5118
I -0.0087 -1.4748 -2.8586
Ru -0.0051 -0.8260 -0.4835
P 1.9797 0.1360 -0.3126
C 2.5562 1.4044 0.8721
C 2.9203 -1.3377 0.2078
H 3.8681 -1.3509 -0.3423
H 3.8550 1.0278 -1.5653
H 2.3473 -2.2472 -0.0157
H 2.8753 -0.1091 -2.5563
H 2.6260 0.9876 1.8849
H 3.1099 -1.2699 1.2855
C 2.8380 0.7040 -1.8222
H 3.5451 1.7817 0.5748
H 2.2835 1.5552 -2.2373
H 1.8614 2.2522 0.8716
P -1.9768 0.1601 -0.3130
C -2.5315 1.4402 0.8695
C -2.8296 0.7369 -1.8222
H -2.3838 -2.2158 -0.0124
H -3.8905 -1.2946 -0.3341
H -3.1253 -1.2247 1.2908
C -2.9406 -1.2968 0.2125
H -2.8801 -0.0773 -2.5544
H -3.8415 1.0753 -1.5638
H -3.5140 1.8339 0.5727
H -1.8226 2.2762 0.8665
H -2.2644 1.5793 -2.2405
H -2.6076 1.0263 1.8831
Cl -0.0274 -3.2651 -0.6036
C 0.0055 1.2368 2.7902
C -0.0020 -0.2328 2.7408
N -0.0080 -1.1046 1.7253
C -0.0154 -2.3885 2.2969
C -0.0136 -2.2686 3.6563
N -0.0052 -0.9162 3.9112
H -0.8751 1.5926 3.3411
H 0.8895 1.5852 3.3401
H 0.0075 1.6648 1.7907
H -0.0220 -3.2626 1.6661
H -0.0184 -3.0425 4.4128
H -0.0026 -0.4721 4.8211
```

Results
HOMO-LUMO gap (spin up / spin down)	7.615 / 5.919	eV
max |F|	5.3	eV Å⁻¹
⟨S²⟩	8.764
2S+1	6
energy above the lowest of the compared OMol25 structures with the same formula, charge and spin	0.0	kcal per mole
E	-59675.1652	eV
total charge	+2

***

(6)
Here is a 2-piece molecular cluster, C5H7NO overall at a distorted geometry from the Open Molecules 2025 dataset. Energies are from wB97M-V/def2-TZVPD.

Geometry as XYZ:
```
14
C5H7NO | the Open Molecules 2025 dataset | wB97M-V/def2-TZVPD
C 2.0119 -0.4808 0.2202
C 0.8785 -1.1837 -0.1607
C -0.3980 -0.6464 -0.4479
N -0.5133 0.6791 -0.4231
C 0.5825 1.4681 -0.2533
C 1.8319 0.9575 0.1827
H 2.9474 -1.0467 0.4360
H 0.8830 -2.2497 -0.1814
H -1.2782 -1.2053 -0.4955
H 0.5149 2.5303 -0.3332
H 2.6430 1.5194 0.4520
O -3.4950 0.2423 0.1708
H -3.8274 -0.2684 0.9579
H -2.7812 -0.3155 -0.1243
```

Results
HOMO-LUMO gap	10.402	eV
max |F|	4.9	eV Å⁻¹
2S+1	1
SMILES	c1ccncc1.O
energy above the lowest of the compared OMol25 structures with the same formula, charge and spin	28.2	kcal per mole
E	-8834.9795	eV

***

What did the fifth record say?
Here is C12H27ClIN2OP2Ru as an isolated structure at a distorted geometry from the Open Molecules 2025 dataset. Energies are from wB97M-V/def2-TZVPD.

Geometry as XYZ:
```
47
C12H27ClIN2OP2Ru | the Open Molecules 2025 dataset | wB97M-V/def2-TZVPD
C 0.0066 0.8118 -4.8233
C 0.0057 0.7046 -3.3391
H 0.0128 1.8712 -5.1094
H -0.8907 0.3245 -5.2315
H 0.8978 0.3136 -5.2319
O 0.0112 1.5955 -2.5118
I -0.0087 -1.4748 -2.8586
Ru -0.0051 -0.8260 -0.4835
P 1.9797 0.1360 -0.3126
C 2.5562 1.4044 0.8721
C 2.9203 -1.3377 0.2078
H 3.8681 -1.3509 -0.3423
H 3.8550 1.0278 -1.5653
H 2.3473 -2.2472 -0.0157
H 2.8753 -0.1091 -2.5563
H 2.6260 0.9876 1.8849
H 3.1099 -1.2699 1.2855
C 2.8380 0.7040 -1.8222
H 3.5451 1.7817 0.5748
H 2.2835 1.5552 -2.2373
H 1.8614 2.2522 0.8716
P -1.9768 0.1601 -0.3130
C -2.5315 1.4402 0.8695
C -2.8296 0.7369 -1.8222
H -2.3838 -2.2158 -0.0124
H -3.8905 -1.2946 -0.3341
H -3.1253 -1.2247 1.2908
C -2.9406 -1.2968 0.2125
H -2.8801 -0.0773 -2.5544
H -3.8415 1.0753 -1.5638
H -3.5140 1.8339 0.5727
H -1.8226 2.2762 0.8665
H -2.2644 1.5793 -2.2405
H -2.6076 1.0263 1.8831
Cl -0.0274 -3.2651 -0.6036
C 0.0055 1.2368 2.7902
C -0.0020 -0.2328 2.7408
N -0.0080 -1.1046 1.7253
C -0.0154 -2.3885 2.2969
C -0.0136 -2.2686 3.6563
N -0.0052 -0.9162 3.9112
H -0.8751 1.5926 3.3411
H 0.8895 1.5852 3.3401
H 0.0075 1.6648 1.7907
H -0.0220 -3.2626 1.6661
H -0.0184 -3.0425 4.4128
H -0.0026 -0.4721 4.8211
```

Results
HOMO-LUMO gap (spin up / spin down)	7.615 / 5.919	eV
max |F|	5.3	eV Å⁻¹
⟨S²⟩	8.764
2S+1	6
energy above the lowest of the compared OMol25 structures with the same formula, charge and spin	0.0	kcal per mole
E	-59675.1652	eV
total charge	+2

***

Question: Which value of 2S+1 does entry 1 give?
Answer: 1